1.
{
  "formula": "C18H28N2O2",
  "method": "ωB97M-V/def2-TZVPD",
  "e_tot_ha": -962.68075,
  "orbital_gap_ha": 0.302,
  "e_homo_ev": -7.505,
  "e_above_lowest_kcal_mol": 52.8,
  "smiles": "CCOc1ccccc1N1CCN(C(=O)CC(C)(C)C)CC1",
  "charge": 0,
  "e_lumo_ev": 0.7163,
  "elements": ["C", "C", "O", "C", "C", "C", "C", "C", "C", "N", "C", "C", "N", "C", "O", "C", "C", "C", "C", "C", "C", "C", "H", "H", "H", "H", "H", "H", "H", "H", "H", "H", "H", "H", "H", "H", "H", "H", "H", "H", "H", "H", "H", "H", "H", "H", "H", "H", "H", "H"],
  "xyz": [[0.18, -2.58, 2.56], [-0.96, -2.33, 1.59], [-0.40, -1.87, 0.37], [-1.23, -1.65, -0.71], [-2.61, -1.72, -0.60], [-3.44, -1.46, -1.68], [-2.88, -1.14, -2.90], [-1.50, -1.08, -3.02], [-0.64, -1.32, -1.95], [0.72, -1.24, -2.18], [1.25, -0.19, -3.03], [2.36, 0.58, -2.28], [2.09, 0.51, -0.86], [1.30, 1.48, -0.32], [1.03, 2.48, -0.95], [0.85, 1.22, 1.11], [-0.06, 2.30, 1.73], [0.67, 3.64, 1.81], [-1.34, 2.45, 0.90], [-0.43, 1.84, 3.15], [2.32, -0.82, -0.35], [1.73, -1.84, -1.36], [0.70, -1.65, 2.78], [-0.21, -2.98, 3.49], [0.89, -3.28, 2.14], [-1.52, -3.26, 1.42], [-1.64, -1.57, 2.00], [-3.07, -1.96, 0.35], [-4.51, -1.51, -1.56], [-3.50, -0.94, -3.76], [-1.07, -0.87, -3.99], [1.64, -0.61, -3.97], [0.44, 0.51, -3.27], [2.37, 1.63, -2.59], [3.34, 0.14, -2.47], [1.74, 1.10, 1.73], [0.29, 0.28, 1.11], [0.94, 3.98, 0.82], [0.03, 4.39, 2.27], [1.57, 3.55, 2.41], [-1.10, 2.80, -0.10], [-2.01, 3.16, 1.37], [-1.86, 1.49, 0.81], [-1.07, 2.57, 3.62], [0.46, 1.71, 3.76], [-0.96, 0.89, 3.12], [1.86, -0.95, 0.62], [3.40, -0.98, -0.25], [2.52, -2.20, -2.03], [1.32, -2.70, -0.83]]
}

---

2.
{
  "formula": "C18H28N2O3S",
  "method": "ωB97M-V/def2-TZVPD",
  "e_tot_ha": -1435.43081,
  "orbital_gap_ha": 0.359,
  "e_homo_ev": -9.127,
  "e_above_lowest_kcal_mol": 450.8,
  "charge": 0,
  "e_lumo_ev": 0.6336,
  "elements": ["C", "C", "H", "C", "N", "C", "O", "C", "C", "C", "C", "C", "C", "H", "H", "H", "H", "C", "N", "S", "O", "O", "C", "C", "C", "C", "C", "C", "H", "H", "H", "H", "H", "H", "H", "H", "H", "H", "H", "H", "H", "H", "H", "C", "H", "H", "H", "H", "H", "H", "H", "H"],
  "xyz": [[4.41, 2.34, 4.19], [5.04, 2.09, 2.79], [6.07, 1.63, 2.91], [4.30, 1.20, 1.94], [2.94, 1.95, 1.64], [1.89, 1.22, 2.02], [1.81, 0.11, 2.75], [0.73, 2.14, 1.31], [0.66, 1.97, -0.18], [0.13, 0.46, -0.52], [-0.98, 0.06, 0.00], [-0.93, 0.34, 1.56], [-0.75, 1.77, 2.10], [-1.32, 2.29, 1.70], [-0.50, 1.78, 3.08], [-1.98, -0.05, 2.19], [-0.47, -0.51, 2.11], [-1.63, -1.33, -0.18], [-1.80, -1.53, -1.87], [-2.95, -0.81, -2.46], [-3.80, 0.13, -1.58], [-2.27, -0.13, -3.55], [-3.88, -2.18, -3.15], [-4.86, -2.76, -2.22], [-5.59, -3.57, -2.98], [-5.42, -4.32, -4.04], [-4.50, -3.70, -4.65], [-3.59, -2.68, -4.48], [-2.84, -2.25, -4.80], [-4.19, -4.26, -5.69], [-5.86, -5.15, -4.43], [-6.46, -4.02, -2.16], [-5.17, -2.19, -1.39], [-1.00, -1.34, -2.13], [-0.95, -2.02, 0.17], [-2.51, -1.58, 0.02], [-1.94, 0.96, -0.38], [0.99, -0.50, -0.06], [0.18, 0.36, -1.63], [1.75, 2.04, -0.60], [-0.23, 2.42, -0.43], [1.10, 2.91, 1.74], [3.17, 2.67, 1.18], [5.10, 0.87, 0.84], [6.19, 0.42, 0.95], [4.41, 0.14, 0.03], [5.27, 1.69, 0.19], [3.94, 0.24, 2.57], [5.36, 3.13, 2.20], [4.41, 1.50, 4.77], [5.03, 3.12, 4.72], [3.47, 2.91, 3.91]]
}

---

3.
{
  "formula": "C18H28N2O5S",
  "method": "ωB97M-V/def2-TZVPD",
  "e_tot_ha": -1586.58063,
  "orbital_gap_ha": 0.294,
  "e_homo_ev": -7.713,
  "e_above_lowest_kcal_mol": 12.5,
  "smiles": "CCOc1ccc(CNC(=O)C2CCN(S(=O)(=O)CC)CC2)cc1OC",
  "charge": 0,
  "e_lumo_ev": 0.2847,
  "elements": ["C", "C", "O", "C", "C", "C", "C", "C", "N", "C", "O", "C", "C", "C", "N", "S", "O", "O", "C", "C", "C", "C", "C", "C", "O", "C", "H", "H", "H", "H", "H", "H", "H", "H", "H", "H", "H", "H", "H", "H", "H", "H", "H", "H", "H", "H", "H", "H", "H", "H", "H", "H", "H", "H"],
  "xyz": [[4.43, 5.23, -0.52], [3.48, 4.17, 0.03], [4.04, 2.91, -0.30], [3.37, 1.75, -0.07], [3.97, 0.63, -0.64], [3.43, -0.64, -0.50], [2.27, -0.81, 0.24], [1.63, -2.16, 0.39], [0.45, -2.26, -0.45], [0.20, -3.32, -1.23], [0.93, -4.28, -1.32], [-1.13, -3.26, -2.01], [-1.48, -1.88, -2.60], [-2.56, -1.18, -1.77], [-2.36, -1.46, -0.37], [-2.31, -0.27, 0.76], [-1.54, -0.75, 1.87], [-1.87, 0.92, 0.09], [-4.03, -0.01, 1.31], [-4.01, 1.11, 2.33], [-2.56, -2.84, 0.04], [-2.26, -3.79, -1.12], [1.66, 0.30, 0.81], [2.19, 1.57, 0.68], [1.62, 2.68, 1.27], [0.39, 2.52, 1.94], [4.52, 5.12, -1.60], [5.42, 5.11, -0.08], [4.05, 6.22, -0.29], [2.49, 4.28, -0.42], [3.39, 4.28, 1.11], [4.87, 0.79, -1.20], [3.92, -1.49, -0.95], [1.33, -2.31, 1.44], [2.30, -2.97, 0.09], [-0.22, -1.52, -0.36], [-0.99, -3.98, -2.83], [-0.58, -1.26, -2.63], [-1.84, -1.99, -3.62], [-3.56, -1.50, -2.08], [-2.49, -0.10, -1.88], [-4.36, -0.95, 1.75], [-4.61, 0.23, 0.43], [-3.61, 2.01, 1.86], [-5.01, 1.32, 2.71], [-3.36, 0.84, 3.15], [-3.59, -2.99, 0.39], [-1.89, -3.01, 0.89], [-3.15, -3.91, -1.73], [-1.99, -4.77, -0.72], [0.75, 0.14, 1.38], [-0.38, 2.12, 1.28], [0.12, 3.53, 2.27], [0.49, 1.87, 2.82]]
}

---

4.
{
  "formula": "C18H28N3O3PRhS3",
  "method": "ωB97M-V/def2-TZVPD",
  "e_tot_ha": -2739.24662,
  "orbital_gap_ha": [0.253, 0.288],
  "e_homo_ev": [-7.264, -7.778],
  "e_above_lowest_kcal_mol": 17.9,
  "charge": 0,
  "multiplicity": 2,
  "e_lumo_ev": [-0.3811, 0.0484],
  "elements": ["Rh", "C", "C", "O", "P", "S", "S", "O", "C", "C", "H", "H", "H", "H", "H", "H", "H", "H", "H", "H", "C", "C", "N", "C", "C", "C", "S", "N", "C", "O", "C", "C", "C", "C", "C", "C", "H", "H", "H", "H", "H", "H", "H", "H", "H", "H", "H", "H", "H", "H", "H", "C", "C", "N", "H", "H", "H"],
  "xyz": [[0.24, -0.21, -1.46], [-3.07, -2.67, -5.90], [-3.24, -1.28, -5.31], [-3.12, -1.36, -3.88], [-1.99, -0.54, -3.13], [-2.22, -0.98, -1.17], [-0.17, -0.83, -3.96], [-2.51, 0.95, -3.49], [-1.83, 2.14, -3.10], [-2.81, 3.09, -2.43], [-3.23, -2.65, -6.97], [-3.78, -3.36, -5.44], [-2.06, -3.03, -5.70], [-4.24, -0.89, -5.52], [-2.49, -0.60, -5.71], [-1.41, 2.59, -4.01], [-1.00, 1.89, -2.42], [-3.60, 3.35, -3.12], [-2.29, 3.99, -2.12], [-3.25, 2.61, -1.56], [-0.37, 1.09, 4.56], [0.87, 1.73, 3.95], [0.73, 2.11, 2.56], [0.38, 3.47, 2.24], [-1.12, 3.75, 2.24], [0.68, 1.10, 1.63], [0.39, 1.64, -0.06], [0.93, -0.11, 2.02], [1.01, -1.30, 1.43], [0.87, -1.48, 0.15], [1.33, -2.43, 2.26], [1.59, -2.31, 3.64], [1.91, -3.41, 4.39], [1.99, -4.67, 3.80], [1.73, -4.81, 2.44], [1.40, -3.71, 1.68], [-0.15, 0.79, 5.58], [-0.65, 0.21, 3.99], [-1.20, 1.79, 4.57], [1.71, 1.03, 4.01], [1.14, 2.64, 4.50], [0.79, 3.72, 1.26], [0.87, 4.11, 2.98], [-1.62, 3.06, 1.57], [-1.31, 4.77, 1.92], [-1.54, 3.62, 3.24], [1.54, -1.33, 4.11], [2.12, -3.31, 5.44], [2.25, -5.54, 4.39], [1.78, -5.78, 1.98], [1.19, -3.80, 0.63], [4.95, 0.28, -2.11], [3.54, 0.02, -2.12], [2.41, -0.18, -2.15], [5.15, 1.23, -2.59], [5.47, -0.51, -2.65], [5.31, 0.31, -1.08]]
}